Here is a molecular structure, C17H24N2O2S at a distorted geometry from the Open Molecules 2025 dataset. Energies are from the ωB97M-V functional and the def2-TZVPD basis.

**Charge**: 0
**2S+1**: 1
**Lowest unoccupied orbital energy**: 0.32 eV
**HOMO**: -8.29 eV
**ΔE to the lowest compared entry with this formula, charge and spin**: 356.77 kcal per mole
**Calculated total energy**: -1319.8656 a.u.

Each line ends with the natural charge from an NBO analysis.
Element x y z (Å)
S (-1.911, 1.571, -0.919)  0.315
O (-3.138, -1.996, -0.641)  -0.512
O (1.224, -2.419, 1.731)  -0.610
N (0.663, -1.626, -0.183)  -0.600
N (-1.798, -1.064, 0.980)  -0.433
C (2.162, 0.164, -0.629)  -0.418
C (2.158, -1.298, -0.749)  -0.214
C (-0.456, 0.209, 2.436)  -0.210
C (-0.994, 1.206, 0.438)  -0.236
C (0.297, -2.071, 1.013)  0.591
C (0.377, 1.225, 2.946)  -0.214
C (-0.366, 2.567, 0.873)  -0.185
C (0.369, 2.608, 2.190)  -0.161
C (3.616, 0.668, -1.234)  -0.163
C (-3.267, 0.426, -0.368)  -0.409
C (-4.309, 0.528, -1.368)  -0.444
C (-0.990, -2.113, 1.048)  -0.365
C (-2.692, -1.087, -0.259)  0.734
C (4.066, 0.311, -2.703)  -0.659
C (-5.672, -0.174, -0.646)  -0.605
C (-1.097, 0.236, 1.190)  0.053
C (4.728, 0.248, -0.090)  -0.604
H (-0.018, -1.205, -1.213)  0.376
H (4.970, 0.811, -2.542)  0.233
H (-5.377, -1.269, -0.454)  0.224
H (-0.230, 3.334, 0.224)  0.204
H (4.165, -0.725, -2.599)  0.206
H (-1.322, -2.521, 2.058)  0.214
H (-3.775, 0.979, 0.847)  0.251
H (0.952, 3.218, 2.619)  0.180
H (2.000, 0.681, 0.207)  0.221
H (2.744, -1.967, -0.006)  0.251
H (-4.261, -0.189, -2.182)  0.219
H (4.432, 0.633, 0.946)  0.213
H (-4.719, 1.320, -1.638)  0.205
H (-6.378, -0.172, -1.459)  0.201
H (3.156, 0.738, -3.144)  0.230
H (-6.142, 0.447, 0.076)  0.206
H (0.893, 1.057, 3.952)  0.229
H (-0.482, -0.753, 3.227)  0.250
H (5.626, 0.573, -0.320)  0.183
H (1.557, 0.593, -1.371)  0.191
H (3.694, 1.712, -0.895)  0.195
H (4.817, -0.931, -0.195)  0.185
H (-1.591, -2.910, 0.569)  0.282
H (2.318, -1.574, -1.761)  0.201